Record 1
A structure of composition C34H30BrF3GeMgN4O3 in a non-equilibrium geometry, computed with ωB97M-V with the def2-TZVPD basis set.

Each line ends with the Löwdin charge.
Element x y z (Å)
Mg  0.876  -0.010  0.009  0.583
Br  1.330  -3.218  6.214  0.613
C  1.434  -2.761  4.358  -0.703
C  2.686  -2.716  3.751  -0.150
C  2.758  -2.388  2.424  -0.012
C  1.611  -2.036  1.648  -0.407
O  1.721  -1.722  0.433  -0.096
C  0.348  -2.098  2.325  -0.138
C  -0.870  -1.739  1.655  -0.069
N  -0.942  -0.941  0.674  0.084
C  -2.235  -0.645  0.065  -0.459
C  -3.415  -1.066  0.888  -0.166
C  -4.332  -1.978  0.474  -0.176
C  -4.275  -2.579  -0.790  -0.146
C  -3.241  -2.247  -1.670  -0.194
C  -3.122  -2.777  -2.976  -0.062
C  -2.024  -2.471  -3.746  -0.113
C  -1.059  -1.615  -3.232  -0.170
N  -1.174  -1.050  -2.035  0.118
C  -2.210  -1.339  -1.281  -0.164
C  0.282  -2.485  3.661  -0.098
H  3.580  -2.933  4.326  0.091
H  3.719  -2.305  1.934  0.111
H  -1.788  -2.194  2.067  0.133
H  -3.460  -0.636  1.878  0.083
H  -5.164  -2.231  1.128  0.093
H  -5.035  -3.284  -1.100  0.064
H  -3.900  -3.434  -3.353  0.093
H  -1.912  -2.892  -4.739  0.082
H  -0.164  -1.368  -3.786  0.081
H  -0.677  -2.514  4.164  0.103
C  -0.941  5.349  2.100  -0.110
C  -0.890  4.044  2.566  -0.085
C  -0.367  3.032  1.789  -0.025
C  0.116  3.305  0.503  -0.255
C  0.086  4.638  0.053  -0.028
C  -0.432  5.641  0.842  -0.111
N  0.578  2.273  -0.288  0.039
N  1.127  2.670  -1.375  0.098
C  1.653  1.728  -2.210  -0.315
C  2.193  2.238  -3.410  -0.048
C  2.851  1.392  -4.268  -0.130
C  2.980  0.047  -3.927  -0.109
C  2.418  -0.440  -2.756  -0.132
C  1.737  0.368  -1.853  -0.095
H  -1.352  6.139  2.716  0.089
H  -1.261  3.819  3.555  0.102
H  -0.285  2.029  2.177  0.105
H  0.485  4.849  -0.929  0.097
H  -0.441  6.663  0.475  0.093
H  2.098  3.295  -3.638  0.094
H  3.284  1.766  -5.193  0.084
H  3.542  -0.613  -4.583  0.087
H  2.533  -1.491  -2.520  0.093
C  -3.901  3.631  -0.641  -0.219
Ge  -4.008  1.774  0.104  0.883
C  -4.477  2.051  2.032  -0.208
C  -5.584  0.973  -0.832  -0.211
C  -2.248  0.884  -0.116  -0.183
H  -4.797  4.192  -0.378  0.001
H  -3.822  3.619  -1.725  0.006
H  -3.044  4.167  -0.247  -0.011
H  -5.380  2.651  2.118  0.002
H  -3.664  2.576  2.526  -0.006
H  -4.646  1.116  2.558  -0.003
H  -6.368  1.715  -0.969  -0.002
H  -5.978  0.141  -0.260  -0.003
H  -5.290  0.597  -1.807  0.012
H  -1.611  1.309  0.653  0.034
H  -1.790  1.126  -1.074  0.071
F  3.383  2.625  0.698  0.121
C  3.567  1.427  1.301  -0.502
F  3.639  0.508  0.326  0.132
F  4.816  1.489  1.825  0.108
C  2.431  1.133  2.376  -0.590
O  2.691  1.469  3.518  0.059
O  1.421  0.626  1.885  -0.037

The total charge is -2. The highest occupied orbital energy is -0.500 eV. The value obtained for the energy above the lowest of the compared OMol25 structures with the same formula, charge and spin is 0.2584 eV. For the LUMO energy, the calculation gives 0.14759 hartree.

=====

Record 2
A cluster of 7 separate species, CH16N2O7 in total in a non-equilibrium geometry, computed with ωB97M-V with the def2-TZVPD basis set.

Each line ends with the Löwdin charge.
Element x y z (Å)
N  -0.787  3.165  2.942  0.170
C  -0.990  2.235  2.032  -0.783
N  -1.651  1.186  2.380  0.178
O  -0.546  2.382  0.912  0.036
H  -1.216  2.982  3.838  0.101
H  -0.424  4.084  2.733  0.122
H  -1.879  0.566  1.615  0.063
H  -2.034  1.027  3.300  0.118
O  -2.243  -0.440  0.144  -0.020
H  -2.993  -0.219  -0.408  0.094
H  -2.602  -1.016  0.818  0.081
O  0.072  1.983  -2.247  -0.065
H  0.049  1.565  -1.386  -0.020
H  0.210  1.262  -2.860  0.014
O  0.090  -0.757  -0.904  -0.044
H  0.146  -1.592  -1.368  0.017
H  -0.752  -0.790  -0.450  -0.031
O  2.952  -3.775  -1.066  -0.067
H  2.341  -3.314  -1.641  -0.038
H  3.781  -3.773  -1.546  0.025
O  1.328  -2.880  -3.019  -0.026
H  1.715  -2.483  -3.799  0.067
H  0.510  -3.269  -3.328  0.064
O  1.974  0.440  1.195  -0.059
H  1.141  0.049  0.932  -0.013
H  1.811  1.384  1.181  0.016

The highest occupied orbital energy is -9.785 eV. The value obtained for the energy above the lowest of the compared OMol25 structures with the same formula, charge and spin is 0.8904 eV. For the LUMO energy, the calculation gives -0.00408 hartree.